The following is a DFT calculation (ωB97M-V/def2-TZVPD) of a molecular structure, C43H47BrCl3N7O2PS2Ta.

Each line ends with the Löwdin charge.
Atoms and positions in Å:
H -2.36870 -2.14471 -5.50502  0.059
N 1.44716 0.34142 2.71972  0.107
Cl -6.25262 5.30393 -0.81611  0.668
C 7.99992 3.28598 2.12600  -0.019
C 1.65018 -1.09952 -2.53481  -0.078
C -1.91900 -2.20497 5.97075  -0.030
H -2.82657 -2.54428 5.47958  0.072
C 9.83904 4.74789 1.70416  -0.690
Ta -1.24046 -0.06726 0.37022  1.418
H 4.77866 2.00236 3.78560  0.105
C -2.61781 -0.83255 -3.76594  -0.574
C -2.18338 -3.78033 -1.61154  -0.076
H -2.09289 -3.13240 -0.74343  0.041
C -5.37532 3.82571 -0.61528  -0.680
H -7.14709 2.62531 -0.43419  0.106
H 9.63016 6.11893 0.07198  0.101
H -3.81323 -1.42595 -2.05247  0.069
H -2.03737 -2.27571 7.05121  0.074
H -3.52067 -0.82670 -5.71211  0.096
O 0.43113 0.74239 0.17936  -0.417
H -1.41054 -5.12823 -3.89909  0.095
C -3.20938 -4.08749 2.58369  -0.067
H 0.51858 -3.35381 -1.31343  0.036
C -3.99346 3.83782 -0.64790  -0.114
H 2.07060 -2.10079 -2.56946  0.067
N -1.18724 -0.88897 -1.32441  -0.373
S 0.07743 -2.22529 1.23954  0.664
C -3.71351 -1.95892 1.64002  -0.120
C -5.36570 1.45775 -0.28346  -0.564
C 0.86524 -1.57696 -4.88172  -0.072
H -2.43968 0.91910 -2.49986  0.016
H -1.97661 -4.80427 -1.29306  0.094
Br 11.58246 5.35920 2.14484  0.727
C -6.06670 2.63697 -0.44327  -0.129
C -1.51359 -4.04724 -4.02070  -0.077
H 1.30108 -0.89829 -1.52237  0.050
C -3.95684 1.40751 -0.27239  -0.493
H -3.45256 4.76234 -0.79305  0.112
H -3.81715 0.95897 -3.59179  0.095
C 3.13046 0.76219 4.36390  -0.039
H 2.46004 -0.40123 -2.75803  0.089
C -1.61092 -0.79731 5.56145  -0.339
N 5.37055 2.86059 1.53645  0.075
H -0.29446 0.84440 -4.60614  0.063
C -2.76582 0.67598 -3.50669  -0.084
H 7.36058 5.29898 -0.51965  0.112
H 0.01970 1.10606 -2.87273  0.060
Cl -1.59838 2.55711 -0.57498  0.787
C -1.50791 -2.67291 1.69213  -0.801
C 1.59795 1.27530 0.53195  -0.275
C 2.30538 2.02643 -0.39009  0.000
C -1.52453 0.80565 3.93799  -0.790
N 6.03854 3.40899 0.64244  0.071
H 1.35499 1.03322 -4.03002  0.091
H 1.79063 -1.14401 -5.27042  0.095
C -2.55918 -1.09910 -5.26925  -0.074
H 3.45138 0.62090 5.38747  0.104
H -0.57044 2.18548 6.71582  0.108
H -3.52296 -5.00538 3.06640  0.109
H -3.91767 -2.56566 -3.42404  0.061
H 0.96985 -3.74515 -2.99413  0.061
H -1.10675 -2.86557 5.66017  0.084
H -4.39251 -1.17664 1.33999  0.058
C 2.14706 1.09100 1.84496  -0.145
H 1.86290 2.17716 -1.36760  0.110
C 7.30192 3.85282 1.05477  -0.258
C 3.55042 2.56064 -0.08192  -0.003
C 4.11692 2.39392 1.16707  -0.211
C -4.15144 -3.10903 2.25429  -0.056
H -3.21048 -3.74274 -1.96621  0.068
C -0.91988 1.40353 6.04821  -0.144
C 0.20889 -3.86550 -2.22473  -0.092
C 3.85853 1.51878 3.49174  -0.004
H -5.20080 -3.24303 2.47250  0.103
C 3.39103 1.68104 2.16898  -0.082
C 1.93716 0.16559 3.91661  -0.129
S -1.79834 1.40247 2.32809  0.612
H -4.74732 -1.01896 -3.49305  0.092
C -3.84172 -1.51708 -3.14029  -0.083
C 0.37678 0.61574 -3.78076  -0.085
C -3.32354 2.64237 -0.49088  -0.558
H -2.54052 -3.84702 -4.32390  0.064
C -1.16760 -3.37638 -2.69057  -0.583
H 4.10643 3.11828 -0.82334  0.107
C -1.15382 0.11938 6.50113  -0.037
C -1.87834 -3.87098 2.31340  -0.094
H -0.84444 -3.73736 -4.82459  0.068
H 0.13933 -4.93237 -2.00080  0.093
H -1.11180 -4.58909 2.56968  0.106
N -2.42728 -1.75838 1.34348  -0.134
C 7.90456 4.86411 0.30875  -0.021
P -1.11380 -1.48135 -2.78944  0.987
Cl -6.24171 -0.02388 -0.11506  0.732
H 7.53324 2.48628 2.68380  0.104
O -3.29129 0.29689 -0.11550  -0.353
H 1.03380 -2.64678 -4.75896  0.063
H -1.00308 -0.16093 7.53430  0.103
H 9.81271 3.28916 3.27410  0.101
H 1.36979 -0.48024 4.57993  0.106
N -1.78744 -0.46407 4.27913  0.122
C 0.52030 -0.89562 -3.55843  -0.586
N -1.10974 1.75578 4.78756  0.042
H -2.20875 1.28061 -4.21824  0.071
C 9.16706 5.32342 0.63872  -0.128
H -1.79439 -0.49054 -5.75352  0.067
C 9.26793 3.72799 2.44979  -0.125
H 0.08872 -1.43289 -5.63301  0.065

Energy above the lowest of the compared OMol25 structures with the same formula, charge and spin   3.25 kcal/mol
LUMO level   -0.7 eV

The following is a DFT calculation (ωB97M-V/def2-TZVPD) of 4 unconnected molecules or ions with the total composition C8H12N4.

Each line ends with the Löwdin spin population.
Atoms and positions in Å:
C 0.05787 -0.21952 -0.95076  0.040
C -0.65491 5.63870 -1.82949  0.001
H 0.04925 2.01302 1.34824  0.002
H 1.13309 -7.66084 0.65417  0.045
H 2.57708 -6.68645 -0.00591  0.057
H 0.71130 2.33592 2.93014  0.003
C 0.90699 -5.53874 0.38579  0.247
H 1.17965 -7.03301 -1.00766  0.061
H -1.61659 4.18992 -0.61562  0.000
C -0.22015 2.29781 2.36530  0.015
H 1.20615 -1.89385 -0.30932  0.019
H -0.03602 -2.44023 -1.37272  0.027
N 0.52069 -4.49467 0.63382  0.016
C -1.26672 4.30424 -1.64159  0.002
C 1.50047 -6.85501 0.01874  0.348
C 0.18066 -1.68691 -0.61532  0.094
H -0.50009 -1.68930 0.23596  0.007
N -0.15542 6.65997 -1.97293  0.000
H -0.45651 3.59173 -1.79648  0.000
N -1.13224 4.73679 2.06433  0.000
C -0.76418 3.63946 2.20054  0.005
H -1.03878 1.72690 2.80350  0.005
N -0.03673 0.89238 -1.24902  0.004
H -2.14481 4.17166 -2.27365  0.001

⟨S²⟩   0.75
Energy above the lowest of the compared OMol25 structures with the same formula, charge and spin   28.65 kcal/mol
LUMO level (spin up / spin down)   2.6 / 2.6 eV
2S+1   2
Total charge   -1

The following is a DFT calculation (ωB97M-V/def2-TZVPD) of 10 unconnected molecules or ions with the total composition C40H55F15O20.

Each line ends with the Löwdin spin population.
Atoms and positions in Å:
H -5.60217 2.39772 2.31132  0.000
F 2.12176 5.11279 -1.89626  0.000
H 3.73190 -1.56151 0.98228  0.001
O -7.13300 -0.53977 0.70645  0.000
H 5.80230 0.04867 -5.21585  0.000
F 3.89048 3.18635 3.61722  0.000
C 5.45824 -0.86086 -4.72342  0.000
H 2.30093 5.43257 -5.00325  0.000
C 4.24149 2.60168 -2.35627  0.000
H -4.08517 -1.23952 1.67036  0.000
H -1.34860 8.02030 0.51482  0.000
H 1.79841 1.16356 0.81304  0.000
C -0.00744 6.09092 -1.63725  0.000
C 1.10097 -4.17330 0.36438  0.391
H 0.72215 9.41499 -1.35125  0.000
O 3.42524 -2.29414 -3.37449  0.001
H 2.45920 -5.28498 -3.49352  0.002
O -5.55584 -1.27915 4.86663  0.000
F 3.83196 3.01886 -0.13471  0.000
H -4.73616 -6.71919 -0.01299  0.000
F 1.05005 4.52662 -0.19788  0.000
F 4.81374 1.78213 4.89490  0.000
H 5.69946 -1.47201 -0.45279  0.001
C -6.36025 -0.48074 -0.50287  0.000
O -2.76815 3.21134 3.87410  0.000
O -6.83366 -0.17238 -1.59864  0.000
H 0.65817 9.42871 0.33100  0.000
O 4.10246 0.12998 2.16380  0.000
C 4.76411 3.06624 -0.98994  0.000
C 0.00687 9.31218 -0.53522  0.000
H -4.94156 -2.60401 1.27826  0.000
C -3.23674 -5.26344 0.27824  0.000
H 5.18298 -1.62427 1.80734  0.000
C -4.52649 -1.81924 4.99275  0.000
O 0.44798 -4.65281 -0.73237  0.106
C -6.34191 -0.92912 1.78021  0.000
H -1.57772 8.08964 -1.26923  0.000
H 3.76009 2.69073 -5.03647  0.000
H -4.28094 3.12562 1.40160  0.000
H -6.83094 -1.77090 2.27048  0.000
H 1.63949 -6.37849 -2.35409  0.001
O -3.73660 -4.48983 -1.81539  0.000
F 5.78366 2.30550 -0.58141  0.000
O -0.53555 6.34681 -2.67038  0.000
H 7.15283 -2.05362 -5.30987  0.000
C -3.58622 1.54426 2.52015  0.000
O 4.06039 -0.87969 -5.05937  0.000
C -3.55234 -1.79934 6.16205  0.000
H 2.20006 3.08620 -4.24987  0.000
C 3.07085 4.72632 -5.31392  0.000
H -4.67697 3.64167 4.40300  0.000
H 0.53796 1.63910 1.81479  0.000
O 2.00846 -3.36194 0.25255  0.262
C 5.35576 -0.53378 -0.01726  0.000
H -4.04898 0.62594 2.88158  0.000
H 0.20999 -0.33963 2.44933  0.000
F 1.52043 -0.01794 -5.51068  0.000
F 0.21016 -3.87455 2.46405  0.040
C -4.90133 -4.83073 -1.25764  0.000
C 0.73704 -4.79510 1.65728  0.100
O 4.17135 1.41508 -2.66946  0.000
H 0.30523 0.84714 -1.21509  0.000
C 0.75938 0.91573 1.03006  0.000
H 1.20378 -1.23041 1.26579  0.002
O 5.92477 1.60624 2.44012  0.000
C 1.65922 -1.00845 -4.55772  0.000
H 2.97124 -5.31450 -1.80288  0.002
C 0.86643 4.85394 -1.49665  0.000
C 0.43507 -0.46776 1.39055  0.003
H 0.17285 -4.58056 -2.79760  0.000
H -4.30422 -0.05069 -0.24279  0.000
F 1.06201 -0.56404 -3.44781  0.000
H -1.78166 -2.37949 3.73771  0.001
H -2.09993 -3.81478 -0.74545  0.000
O -3.90452 -2.44255 3.96429  0.000
F 0.30527 3.82327 -2.15903  0.000
H -3.11813 -0.82563 6.38888  0.000
F 0.93844 -2.07483 -4.98583  0.000
C -2.54399 -2.84694 5.81876  0.000
C -0.85329 8.05886 -0.45537  0.000
H 5.77757 -2.96748 -4.67839  0.000
H -0.66601 10.16551 -0.61991  0.000
O 3.94008 3.65053 -3.23784  0.000
H 4.02412 5.24017 -5.43780  0.000
C -0.85113 -0.78721 0.66698  0.001
H 5.73862 -2.26036 -6.33378  0.000
H -5.52189 -5.32632 0.57923  0.000
O -0.03766 6.86799 -0.55101  0.000
O -1.53152 1.40816 3.81027  0.000
C -4.55598 2.69869 2.36606  0.000
H -3.04593 1.40956 1.58311  0.000
H -2.75575 -3.76928 6.35963  0.000
F -0.15804 -5.76727 1.54971  0.015
C 0.95775 -4.36637 -2.07223  0.008
C 3.21185 3.43422 -4.45789  0.000
H -4.59613 -1.62925 -0.97736  0.000
H -2.29316 -3.93296 4.01514  0.000
C 6.06498 -2.12174 -5.30307  0.000
C -4.65468 -5.63227 -0.00595  0.000
H 2.87054 4.41267 -6.33842  0.000
H -0.42443 2.15335 -0.32797  0.000
C 4.54779 -0.90661 1.28812  0.001
H -2.68983 -6.13296 0.64281  0.000
C -2.59046 -4.76540 -0.95476  0.000
H 5.53289 -0.82108 -3.63671  0.000
C 4.84451 1.08567 2.77297  0.000
H 6.26821 0.03467 0.16268  0.000
H -6.06918 -0.04334 2.35389  0.000
O -1.22424 0.19467 -0.20532  0.000
C -4.97852 -0.90698 -0.25611  0.000
C 3.14037 -1.44624 -4.24222  0.000
C -2.57178 -2.91019 4.26890  0.001
H -1.54377 -2.55541 6.13920  0.000
F 2.81545 1.42158 4.15398  0.000
C -4.10611 3.70370 3.47651  0.000
H -4.17454 -2.14692 6.98677  0.000
F 1.74563 -5.38044 2.33364  0.044
C -0.13846 1.10419 -0.25324  0.000
H -1.97057 -5.54196 -1.40286  0.000
H -4.17600 4.71967 3.08791  0.000
C -2.47755 1.99746 3.42035  0.000
H 1.13610 -3.29144 -2.10059  0.000
O -1.50436 -1.80416 0.93047  0.004
C -5.01688 -1.52110 1.17971  0.000
C 2.11155 -5.40254 -2.46716  0.010
H -3.12740 -4.50561 1.05402  0.000
H 4.64425 -0.05573 -0.69055  0.000
F 5.18527 4.37047 -0.96096  0.000
O -5.96369 -4.81907 -1.91417  0.000
C 4.03604 1.85317 3.91424  0.000

⟨S²⟩   0.75
LUMO level (spin up / spin down)   1.6 / 1.6 eV
2S+1   2
Total charge   -1

The following is a DFT calculation (ωB97M-V/def2-TZVPD) of 11 unconnected molecules or ions with the total composition C26H79N13O11.

Each line ends with the Löwdin charge.
Atoms and positions in Å:
H 0.96179 -0.76036 4.56080  0.075
H -4.08328 -5.86552 5.37160  0.083
H -1.23532 -0.86158 -1.41207  0.063
H -2.31604 0.99405 1.93502  0.035
H -1.31072 -1.43703 2.47390  0.059
C -0.97819 -1.89585 -1.64495  -0.057
H 2.11406 7.10092 -1.97273  0.092
H -3.74362 5.68277 1.75983  0.086
H -2.32841 4.37152 3.06119  0.122
H -0.28587 -2.31912 -0.91264  0.086
C -1.46970 -2.43269 2.88119  -0.071
H 3.95124 -0.97307 -1.96495  0.109
N 2.35086 -0.23922 -4.72243  0.053
C 5.84435 -2.24309 -3.12638  -0.061
O -3.75213 3.63923 1.72205  -0.169
H -4.61618 4.95346 0.34614  0.086
H 2.97607 1.06584 -0.79237  0.075
H 2.35264 -4.54903 0.82465  0.086
N -2.55980 -1.34540 4.72854  0.043
C 1.49682 -1.36023 -4.31942  -0.436
O -1.30543 0.64133 0.39230  -0.040
N 0.81773 0.41612 1.22311  0.199
H -1.60120 -3.17138 2.08414  0.079
H 6.46751 -2.57940 -3.95683  0.080
C 3.80900 2.60511 1.90826  -0.643
H -0.53055 1.69893 3.49011  0.059
H -5.35719 -5.49978 -3.60163  0.058
H -2.21416 4.72249 -4.33643  0.095
H -5.46829 -3.20510 -1.02185  0.127
C 5.48003 -0.79342 -3.34113  -0.436
H 1.88879 0.65866 -4.71641  0.070
C 4.67478 -0.17347 -2.20210  -0.209
C 1.95212 -0.31337 4.41373  -0.115
H 5.24833 -0.07669 -1.27542  0.134
H -5.27880 -5.03462 6.35766  0.083
C -4.51707 -3.06833 -1.55385  -0.246
C -3.77135 4.87037 1.02532  -0.114
H -5.31683 -2.17059 -4.21765  0.076
H 4.91111 -0.66166 -4.26351  0.120
H -2.87789 5.02956 0.40951  0.067
H -0.30791 2.87795 -0.48541  0.049
C 3.44256 5.90778 -0.95365  -0.661
H 7.12390 -0.35419 -4.42814  0.067
N 4.16061 1.46331 2.54839  0.185
H -3.56928 -4.96610 6.89181  0.090
H -4.82099 -0.87675 0.16747  0.090
H -6.54869 -2.73919 -3.15193  0.082
H -3.80246 -3.66615 -0.97266  0.118
O 4.59720 5.52270 -0.79527  0.005
H 2.68751 -3.24502 -0.21313  0.072
N 0.32988 2.18793 -0.08330  0.187
H 1.78373 0.73760 4.19685  0.072
H -4.28845 -5.62149 -2.43362  0.068
H -2.14314 2.55818 -3.90122  0.091
O 2.65397 3.02248 1.72824  -0.018
H -3.53621 -2.34132 3.13579  0.134
H 5.84629 2.95739 1.52900  0.103
H 5.11085 1.17280 2.65113  0.103
C -1.62400 3.92309 -2.49405  -0.631
H -3.47387 2.47927 4.12601  0.140
C -3.90821 -1.08014 -0.40867  -0.099
H 6.54707 0.93592 -3.68687  0.070
C -1.33197 2.07151 4.12342  -0.066
C 2.52314 -3.46902 0.84311  -0.126
H 2.24637 -1.73627 2.98177  0.045
C -5.77096 -3.09192 -3.83063  -0.055
H -3.45621 -0.13126 -0.67468  0.075
H -3.33488 -1.77468 0.21207  0.080
C -2.82916 -3.82548 4.53558  -0.228
H 0.78877 -1.30977 -5.16053  0.134
H 2.45705 -0.59086 5.33907  0.081
H 1.41364 -3.50905 -4.58731  0.076
N -2.94457 1.04893 2.74681  0.032
C -2.68609 -2.49733 3.81534  -0.435
H -1.95327 -3.99121 5.18036  0.130
H -3.65164 -3.73162 -3.34569  0.132
H -2.73505 -0.52840 4.12947  0.023
C -0.16565 1.09830 0.56144  -0.632
H 4.77865 4.12138 0.91973  0.067
H 1.26158 2.46713 0.17510  0.045
H 4.34332 2.09225 -0.92963  0.080
H -1.82158 1.85310 -2.32716  0.094
N -2.04470 4.88481 -3.36522  0.155
O -1.14973 4.17463 -1.39108  -0.003
H -6.17657 -3.63036 -4.68067  0.071
N -5.12087 -5.09546 -2.70233  0.012
C -2.66637 2.32829 3.40823  -0.387
O -4.17945 -1.71149 -1.65398  -0.202
H -1.05400 3.00034 4.64392  0.077
N 2.44440 5.57651 -0.06068  0.165
H 4.93454 -2.83236 -3.03131  0.059
C 0.71562 -1.08424 -3.03718  -0.222
N 4.89814 3.25620 1.41586  0.170
N 3.03600 6.71222 -1.96764  0.155
O 2.56134 -0.86296 3.23601  -0.172
H -1.98767 5.83455 -3.04112  0.104
H -3.88219 0.95205 2.36850  0.082
H 2.41657 4.71713 0.47191  0.057
H -2.88888 -4.62877 3.79156  0.126
H 1.69823 0.88677 1.30330  0.055
H -1.42715 1.40818 4.98532  0.068
H 1.48633 -1.14181 -2.25187  0.121
O -3.95652 -3.77454 5.37133  -0.202
C -2.53403 3.50661 2.41160  -0.216
H 1.05678 -3.31144 2.10760  0.064
H 3.44375 0.78209 2.79594  0.054
H 2.60851 -3.02765 -3.44252  0.060
H 0.28136 -0.08408 -3.13098  0.120
O 1.40506 -2.78122 1.38356  -0.148
C -4.24212 -5.01068 6.03118  -0.087
H 6.48136 -2.42324 -2.25772  0.083
H -3.41357 -1.39024 5.28947  0.068
H 2.80968 2.52649 -1.79697  0.091
H -1.89413 -2.48257 -1.67390  0.065
H 1.51862 5.90491 -0.28072  0.085
N 6.75111 -0.04902 -3.53224  0.030
O -0.29051 -2.05663 -2.90236  -0.173
O 3.95398 0.97916 -2.60314  -0.202
H -1.65742 3.43925 1.75970  0.119
H 3.71259 7.08491 -2.60727  0.105
H 3.43185 -3.19554 1.38545  0.081
C 3.48558 1.72945 -1.50493  -0.091
H 3.13920 -0.17692 -4.08322  0.016
H -0.55508 -2.70454 3.42265  0.063
C 2.14493 -2.72578 -4.38640  -0.055
C -4.67259 -3.69598 -2.94866  -0.415
H 0.59300 -0.49252 1.58393  0.068
H 2.89063 -2.80188 -5.17858  0.080
N -1.87664 2.64525 -2.94309  0.178

SMILES   COC[C@H](C)N.COC[C@H](C)N.COC[C@H](C)N.COC[C@H](C)N.COC[C@H](C)N.NC(N)=O.NC(N)=O.NC(N)=O.NC(N)=O.CO.CO
LUMO level   0.3 eV